A cluster of 12 separate species, C12H48O12 in total at a distorted geometry, computed with the ωB97M-V functional and the def2-TZVPD basis.

Geometry as XYZ:
```
72
Properties=species:S:1:pos:R:3:forces:R:3
C -3.7446 -2.8613 -2.3583 0.807 -1.230 0.470
O -2.4965 -2.5336 -1.6995 -0.445 -0.115 -0.316
H -3.9399 -2.2325 -3.2239 -0.284 0.390 0.389
H -3.6837 -3.8937 -2.7275 0.007 0.116 -0.074
H -4.4822 -2.9194 -1.5595 -0.380 0.666 -0.404
H -1.8173 -3.0242 -2.1704 0.224 0.225 0.117
C -4.0969 1.0923 2.4764 -0.818 0.164 -0.171
O -4.4274 -0.0209 1.6551 0.014 0.040 -0.198
H -4.4671 2.0173 2.0222 0.222 -0.146 -0.306
H -4.6811 1.0181 3.4021 0.591 -0.103 0.258
H -3.0222 1.1912 2.6142 -0.010 -0.018 0.296
H -3.6802 -0.6273 1.6026 0.084 0.058 0.040
C 4.7340 1.1980 -1.3169 1.536 0.336 0.252
O 4.7419 2.6002 -0.9950 -0.887 -0.073 -0.015
H 5.1898 1.0691 -2.3013 -0.230 -0.260 -0.045
H 5.3656 0.7117 -0.5643 -0.078 -0.350 -0.248
H 3.7503 0.7489 -1.2742 -0.294 0.481 -0.064
H 5.6419 2.9267 -1.0401 0.162 -0.090 -0.114
C 3.0846 0.9293 1.5453 0.031 0.409 -0.961
O 2.7089 2.2016 0.9841 -0.050 -0.371 0.768
H 3.6824 0.4339 0.7728 -0.060 -0.368 0.611
H 3.6514 1.0404 2.4718 -0.129 -0.056 0.030
H 2.1678 0.3621 1.7004 0.065 0.003 0.143
H 3.5102 2.7340 0.9672 -0.133 0.181 -0.373
C 1.0639 -1.4933 -3.5706 -0.430 0.357 0.724
O 0.1162 -0.4490 -3.6257 -0.216 0.114 -0.617
H 0.6576 -2.2719 -2.9150 0.349 -0.380 -0.202
H 1.2549 -1.8662 -4.5732 -0.176 -0.049 -0.054
H 2.0182 -1.1589 -3.1455 0.028 0.028 -0.007
H -0.1852 -0.2439 -2.7267 0.541 -0.109 -0.059
C 3.7045 -2.6993 -1.0094 1.019 -0.648 1.000
O 2.7870 -1.9250 -0.2563 -0.354 0.058 -0.172
H 3.4347 -3.7535 -1.1265 -0.660 0.254 -0.469
H 3.9062 -2.1919 -1.9442 -0.197 -0.093 -0.154
H 4.6476 -2.8049 -0.4532 0.080 0.463 -0.152
H 2.5694 -2.3624 0.5728 0.104 -0.074 -0.036
C -0.0564 2.3944 2.8256 1.054 -1.039 0.407
O -0.0687 2.5446 1.4239 -0.150 0.123 -0.077
H -1.0570 2.3823 3.2478 -0.118 0.472 -0.215
H 0.3798 1.4178 3.0972 -0.212 -0.071 -0.106
H 0.6175 3.0937 3.3325 -0.437 0.441 -0.089
H 0.8358 2.3687 1.1078 -0.134 0.305 -0.008
C 2.0538 2.0809 -3.3368 0.276 0.056 0.263
O 2.9657 3.1691 -3.4013 0.198 0.299 -0.033
H 1.0656 2.4226 -3.6393 0.041 -0.001 -0.142
H 2.3834 1.2798 -4.0049 -0.151 -0.040 0.015
H 1.9568 1.6889 -2.3226 -0.035 -0.049 0.011
H 3.5721 3.1801 -2.6463 -0.360 -0.220 -0.057
C -2.5977 3.0848 -0.9568 -0.050 -0.357 0.744
O -2.2950 3.9728 0.1038 0.049 0.251 -0.075
H -3.5146 3.4470 -1.4131 0.128 0.083 -0.331
H -1.7725 2.9817 -1.6623 -0.097 0.196 -0.256
H -2.8173 2.0841 -0.5641 0.005 -0.072 -0.036
H -1.4359 3.7335 0.4754 -0.007 -0.219 0.059
C -0.3833 -0.5301 0.0453 0.587 0.220 1.168
O 0.6153 -0.1976 -0.9091 -0.234 -0.167 -0.222
H -1.4019 -0.3688 -0.3019 0.144 -0.094 -0.454
H -0.2430 -1.5517 0.4085 -0.276 -0.128 -0.238
H -0.2509 0.1091 0.9238 -0.172 0.026 0.013
H 1.3522 -0.8189 -0.7794 -0.102 0.221 -0.082
C -1.5374 -1.0131 4.3434 0.131 1.086 -0.337
O -0.7497 -1.5944 3.3184 -0.105 -0.287 0.127
H -1.1891 -1.2879 5.3387 -0.027 -0.459 -0.134
H -1.4214 0.0808 4.2981 -0.123 -0.069 0.040
H -2.6059 -1.2067 4.2197 0.040 -0.263 0.159
H -1.3251 -1.7642 2.5546 0.145 -0.040 0.142
C -3.6676 -3.1793 1.6845 -0.185 -0.418 0.139
O -2.5909 -2.3313 1.2769 -0.623 -0.421 -0.527
H -3.5793 -4.2324 1.3886 0.648 0.116 -0.036
H -3.6742 -3.1485 2.7717 -0.367 0.063 -0.036
H -4.6204 -2.8812 1.2379 0.008 0.464 0.387
H -2.6081 -2.3521 0.3041 0.474 0.181 -0.073
```
Forces are in eV/Å.

Output
HOMO-LUMO gap: 9.4 eV
SMILES string: CO.CO.CO.CO.CO.CO.CO.CO.CO.CO.CO.CO
Total energy: -1388.66590 hartree
Highest occupied orbital energy: -0.339 Ha
ΔE to the lowest compared entry with this formula, charge and spin: 4.9878 eV

Charges obtained by Löwdin population analysis, quoted in units of e: -0.101 -0.143 0.084 0.082 0.077 0.078 -0.145 -0.130 0.078 0.078 0.060 0.022 -0.134 -0.129 0.093 0.084 0.059 0.092 -0.108 -0.133 0.041 0.090 0.074 0.077 -0.169 -0.136 0.072 0.082 0.056 0.052 -0.131 -0.136 0.084 0.076 0.082 0.102 -0.153 -0.138 0.068 0.067 0.084 0.048 -0.160 -0.128 0.079 0.072 0.059 0.036 -0.162 -0.135 0.075 0.074 0.062 0.035 -0.129 -0.143 0.078 0.081 0.061 0.035 -0.158 -0.135 0.077 0.056 0.075 0.021 -0.118 -0.170 0.084 0.085 0.084 0.050